Record 1
The following is a DFT calculation (the ωB97M-V functional and the def2-TZVPD basis) of a molecular structure, C35H42BrMnN7OSi.

Each line ends with the Mulliken charge.
Geometry (Å):
H: -2.68 1.75 -4.97  0.222
H: 1.04 5.68 1.35  0.463
H: 1.40 -4.03 -2.89  0.256
C: 2.71 -3.63 0.52  -0.195
C: -2.57 1.39 2.15  -0.181
C: -1.28 0.88 1.91  0.077
H: -0.96 -6.04 2.30  0.292
H: -0.95 -1.93 -4.99  0.358
C: -2.33 3.17 5.49  -1.622
H: 4.18 0.83 3.52  0.449
H: 1.97 2.43 3.71  0.413
H: -2.87 4.08 5.24  0.371
C: 1.78 0.98 -0.27  -0.232
H: 0.57 1.08 -4.18  0.522
N: -2.16 -1.76 -0.97  0.282
C: 2.89 -4.98 0.78  -0.888
H: -3.93 2.49 3.36  0.389
N: 1.01 0.76 2.85  0.436
H: -4.15 -2.38 -1.27  0.526
C: -2.91 2.13 3.25  -1.091
C: -0.35 1.17 2.92  -0.325
H: 3.76 -5.49 0.40  0.469
H: 0.04 2.03 4.83  0.517
H: 2.13 4.48 -2.58  0.314
C: 2.67 -0.56 2.66  -0.122
C: 0.99 -1.96 -3.05  0.679
C: 3.91 4.43 0.21  -1.082
C: 0.63 0.41 -3.33  -1.809
H: 1.41 4.20 2.24  0.106
C: -0.20 -5.57 2.92  -1.586
H: -0.11 -3.67 -3.75  0.386
C: 3.17 0.60 3.24  -1.389
N: 1.37 -0.46 2.41  -0.307
O: 1.46 -1.76 -1.93  -0.382
H: -2.97 2.58 6.15  0.314
C: 1.93 2.19 -0.31  0.166
C: 0.92 -3.37 -3.61  -1.706
H: -3.17 -0.76 -3.15  0.476
H: 4.08 5.51 0.16  0.312
H: 4.20 4.08 1.20  0.294
H: -1.29 2.64 -0.12  0.385
C: -3.43 1.77 -4.17  -1.638
H: -3.02 -4.88 -1.02  0.477
H: -0.16 0.65 -2.62  0.681
N: 1.65 -2.95 0.95  0.574
Si: 2.12 3.99 -0.14  -0.192
C: -3.13 -2.68 -1.10  -0.152
C: -2.30 2.27 -1.96  -1.189
H: 0.02 4.25 1.18  0.221
C: -1.97 2.40 4.25  0.509
C: -0.14 -1.21 -5.09  -1.119
N: -1.03 0.11 0.78  0.015
H: -4.25 1.12 -4.47  0.382
H: 1.43 -3.45 -4.57  0.488
C: -1.18 -3.63 -0.78  -0.639
C: -2.54 -3.92 -0.98  -1.524
H: -0.36 -4.32 -0.64  0.620
C: -2.78 0.01 -2.49  -0.260
H: 0.51 4.65 -1.91  0.188
C: -2.21 -0.37 -1.28  -0.241
H: 2.07 -6.67 1.79  0.458
H: -1.44 3.45 6.05  0.349
H: 0.57 -1.58 -5.84  0.354
H: -0.56 -0.28 -5.44  0.306
H: 1.70 5.93 -1.66  0.319
H: 3.21 -1.45 2.35  0.379
C: 1.05 4.59 1.29  -0.775
C: 2.07 1.42 3.35  -0.178
H: -3.34 1.18 1.41  0.460
C: -2.85 1.34 -2.86  0.758
C: -0.70 1.89 4.06  -0.531
H: 0.23 -6.34 3.56  0.424
C: -1.72 1.89 -0.77  0.419
H: -0.07 -2.98 2.08  0.274
H: -2.31 3.33 -2.22  0.350
H: -0.69 -4.84 3.55  0.386
C: -1.66 0.54 -0.37  0.058
C: 0.76 -3.58 1.73  -0.553
N: -0.96 -2.33 -0.77  0.412
Mn: 0.82 -0.89 0.15  1.669
H: -3.82 2.79 -4.12  0.413
H: 4.57 3.95 -0.51  0.310
N: 0.51 -0.97 -3.82  0.490
C: 0.86 -4.92 2.07  0.617
Br: 4.05 -2.68 -0.40  -0.049
C: 1.56 4.85 -1.72  -0.911
C: 1.95 -5.62 1.56  -0.364
H: 1.58 0.54 -2.82  0.399

energy above the lowest of the compared OMol25 structures with the same formula, charge and spin = 0.4187 eV
calculated total energy = -5831.9822 Eh
2S+1 = 6
gap between HOMO and LUMO (alpha / beta) = 6.58 / 6.67 eV
LUMO (alpha / beta) = 0.011 / 0.010 Ha
⟨S²⟩ = 8.7559

---

Record 2
The following is a DFT calculation (the ωB97M-V functional and the def2-TZVPD basis) of a molecular structure, C35H42Cl2HoN2O3P at a distorted geometry.

Each line ends with the Mulliken charge.
Geometry (Å):
C: -2.97 2.86 -8.33  -0.434
H: 1.23 0.39 6.56  0.361
H: -5.75 1.89 1.17  0.386
C: -2.59 1.97 -6.09  -0.469
C: -1.14 -4.99 0.72  -0.553
O: -0.15 1.86 -4.14  -0.442
H: -2.02 -4.47 -1.19  0.427
C: -5.90 0.14 2.44  -0.447
H: 4.06 0.73 -4.09  0.354
H: 3.69 -3.60 2.76  0.446
C: -1.31 0.25 4.30  -0.835
H: -0.34 4.45 1.70  0.277
C: -1.62 2.95 -5.82  0.655
H: 3.54 0.82 -0.27  -0.079
C: -3.23 1.91 -7.33  -0.360
H: -2.17 -2.04 -0.64  0.395
C: 3.43 -4.70 0.35  -0.944
H: -2.38 0.41 4.19  0.393
C: -2.15 3.94 -7.99  -0.409
H: -0.34 3.89 -4.38  0.252
C: 2.84 0.72 -2.27  0.876
C: -0.58 -0.20 3.18  -0.316
Cl: -1.77 0.83 -1.25  -0.540
Cl: 0.56 -1.81 -2.81  -0.549
C: -5.22 1.04 1.61  -0.705
H: -0.15 2.75 0.55  0.168
C: 0.82 -0.35 3.28  0.324
H: 5.86 0.92 -0.81  0.310
H: 2.16 2.44 3.79  0.273
C: 2.31 -2.61 -0.01  -0.094
H: -2.86 1.26 -5.31  0.426
H: 1.38 -0.66 2.40  0.187
H: -0.44 -2.78 3.22  0.514
H: 2.84 -5.58 0.63  0.313
C: -3.88 -1.16 2.69  -0.014
C: -3.18 -0.24 1.90  0.335
H: -6.96 0.30 2.67  0.368
H: -2.00 4.73 -8.73  0.346
C: 0.52 4.39 2.38  -0.898
P: -1.40 -0.45 1.56  1.304
C: 2.44 2.79 2.79  -0.899
C: -0.63 2.85 -4.69  -0.146
H: -1.08 -6.05 0.48  0.386
H: -3.36 -2.04 3.09  0.338
C: 5.24 0.29 -1.47  -1.283
H: -3.31 1.57 0.72  0.236
Ho: 0.64 -0.02 -1.08  0.501
C: 3.76 0.64 -1.33  -0.216
C: 0.72 0.25 5.61  -0.684
H: 4.46 -4.77 0.70  0.322
C: -1.77 -2.75 0.08  -0.541
C: -3.86 0.87 1.36  -0.439
O: 1.68 -1.55 0.29  -0.079
H: -0.32 -5.19 2.72  0.455
H: 2.98 2.00 2.27  0.162
C: -0.78 -3.16 2.26  0.066
H: 3.42 -4.59 -0.74  0.327
O: 1.37 1.36 0.60  -0.411
H: 2.60 1.76 -4.15  0.140
H: 2.47 -2.85 -1.08  0.182
H: 2.40 0.02 -4.19  0.176
C: 2.73 -3.31 2.32  -0.751
C: -0.65 0.45 5.51  -0.609
H: -0.90 4.89 -6.47  0.319
C: -5.23 -0.97 2.97  -0.679
H: 1.95 -3.96 2.73  0.124
N: 2.81 -3.46 0.86  0.325
H: 0.17 4.38 3.42  0.321
H: 3.08 3.68 2.89  0.416
H: 1.16 5.27 2.23  0.322
H: -3.94 1.12 -7.54  0.357
C: 0.79 2.42 1.02  0.286
H: 5.60 0.40 -2.50  0.346
C: -1.30 -2.27 1.31  0.154
H: 5.40 -0.76 -1.16  0.176
C: 1.46 -0.13 4.49  -0.644
H: -1.24 0.75 6.37  0.423
H: 2.52 -2.29 2.62  0.071
C: -1.68 -4.11 -0.22  -0.625
N: 1.24 3.16 2.03  0.365
C: -0.71 -4.52 1.96  -0.706
H: -5.76 -1.68 3.61  0.392
H: -3.38 2.73 -9.34  0.365
C: 3.01 0.82 -3.74  -0.984
C: -1.50 4.01 -6.75  -0.436
H: 2.54 -0.26 4.55  0.478

calculated total energy = -3904.0420 Eh
2S+1 = 5
gap between HOMO and LUMO (alpha / beta) = 6.45 / 6.45 eV
LUMO (alpha / beta) = 0.015 / 0.015 Ha
⟨S²⟩ = 6.0041